No. 1
Formula: C2H5LiORb
Source: the Open Molecules 2025 dataset
Level of theory: ωB97M-V/def2-TZVPD

Structure (XYZ):
```
10
Properties=species:S:1:pos:R:3:forces:R:3:lowdin_spin:R:1
H -1.8971 -2.9746 -0.1428 0.201 -0.134 -0.009 0.5970
O 2.3151 -1.1410 0.5901 1.358 -0.090 0.088 -0.0167
C 1.0931 -0.4738 0.5265 -0.624 -0.174 -0.088 0.0935
C -0.0102 -1.2152 1.2070 -0.096 0.061 0.272 0.6546
H 0.7929 -0.2793 -0.5247 0.039 -0.036 0.267 0.0098
H 1.1653 0.5398 0.9911 0.078 -0.049 -0.026 0.0332
H -1.0522 -0.9333 1.0414 0.347 -0.182 -0.061 0.0383
H 0.2051 -1.7417 2.1435 -0.020 0.249 -0.296 0.0334
Rb 2.5547 -4.0911 0.5791 -0.555 0.619 -0.064 -0.3095
Li 3.8891 -0.3976 0.7786 -0.730 -0.265 -0.084 -0.1336
```
Positions in Å, forces in eV/Å.

The HOMO-LUMO gap (spin up / spin down) comes out at 5.8 / 2.5 eV. Its spin multiplicity is 2. Its expectation value of S² is 1.219. The value obtained for the total energy is -185.84213 a.u.

No. 2
Formula: C5H13N2
Source: the Open Molecules 2025 dataset
Level of theory: ωB97M-V/def2-TZVPD

Structure (XYZ):
```
20
Properties=species:S:1:pos:R:3:forces:R:3:lowdin_charge:R:1
C 0.8355 1.0002 1.1503 -0.051 -0.943 0.461 -0.0372
C 1.5163 -0.3163 0.8826 -1.220 1.608 -1.144 -0.2668
C -0.6909 -0.2608 -0.5783 -2.850 -3.634 0.096 -0.0793
C 0.0258 -0.1873 0.7217 -1.897 -0.070 -0.603 -0.2300
C 2.3913 -0.5925 -0.2747 0.475 0.419 -1.176 -0.0522
N -1.4452 -1.3844 -0.9780 2.122 1.717 2.779 0.1180
N -2.2715 1.0800 -0.4251 2.041 1.485 -2.711 0.1276
H 0.6721 1.2767 2.1828 0.202 0.145 -0.060 0.1209
H 0.9367 1.7868 0.4680 0.292 1.052 -0.919 0.0994
H 1.7926 -0.7493 1.7797 0.432 -1.330 1.482 0.1245
H -0.3994 0.2127 -1.4317 1.522 1.596 -1.894 0.1054
H -0.5798 -0.6102 1.4904 -0.275 -0.477 0.565 0.1377
H 2.2601 -1.6418 -0.6395 0.244 1.017 0.064 0.1081
H 3.3774 -0.4429 0.1091 0.986 -0.458 0.091 0.0761
H 2.3857 0.1914 -1.0878 -0.643 -1.025 0.568 0.1098
H -1.6222 -1.5893 -1.9558 -0.187 0.067 0.577 0.1229
H -1.8519 -1.8837 -0.1752 0.173 -0.260 -1.319 0.1286
H -2.8011 1.2402 -1.3255 0.346 -0.671 1.651 0.1335
H -1.7390 1.9380 -0.2980 -0.210 0.123 0.223 0.0883
H -2.7925 0.9323 0.3849 -1.503 -0.361 1.270 0.0646
```
Positions in Å, forces in eV/Å.

The HOMO-LUMO gap comes out at 11.1 eV. The value obtained for the total energy is -307.51716 a.u. The energy relative to the best compared isomer or geometry (same formula, charge and spin) comes out at 274.2 kJ/mol. The total charge is +1.

No. 3
Formula: C5H7NO
Source: the Open Molecules 2025 dataset
Level of theory: ωB97M-V/def2-TZVPD

Structure (XYZ):
```
14
Properties=species:S:1:pos:R:3:forces:R:3:lowdin_charge:R:1
N -1.2686 2.4053 -1.8574 0.751 -0.551 0.758 0.1512
C -0.5039 1.8785 -1.1665 -0.695 0.560 -0.600 -0.2131
C 0.4514 1.1470 -0.3280 0.095 -0.037 0.028 -0.0872
C -0.0032 -0.3031 -0.1422 0.152 0.049 0.182 -0.5459
O -0.5692 -0.8760 -1.2790 -0.238 0.092 -0.120 0.0195
C 0.8464 -1.2407 0.6417 0.205 -0.038 -0.022 -0.0644
C -0.4756 -0.7728 1.2056 -0.191 0.026 0.109 -0.0585
H 0.5426 1.6600 0.6351 -0.013 -0.113 -0.121 0.1285
H 1.4309 1.1883 -0.8166 -0.141 -0.043 -0.020 0.1320
H -1.3819 -0.3921 -1.4941 0.160 -0.152 -0.003 0.1021
H 0.8967 -2.2546 0.2546 -0.030 0.190 0.084 0.1138
H 1.7659 -0.8751 1.0904 -0.157 -0.005 -0.061 0.1088
H -0.4532 -0.0730 2.0376 -0.020 -0.097 -0.163 0.1042
H -1.2919 -1.4881 1.2274 0.123 0.120 -0.050 0.1090
```
Positions in Å, forces in eV/Å.

The HOMO-LUMO gap comes out at 11.1 eV. As for the SMILES: N#CCC1(O)CC1. The value obtained for the total energy is -324.67254 a.u. The energy relative to the best compared isomer or geometry (same formula, charge and spin) comes out at 136.3 kJ/mol.

No. 4
Formula: C6H13F5Ta
Source: the Open Molecules 2025 dataset
Level of theory: ωB97M-V/def2-TZVPD

Structure (XYZ):
```
25
Properties=species:S:1:pos:R:3:forces:R:3:lowdin_charge:R:1
C 3.3290 -0.8057 -0.7049 -0.055 0.045 -0.172 -0.1190
C 2.0308 -0.2876 -0.0610 0.182 -0.076 -0.058 -0.5500
C 2.3326 0.3968 1.2921 -0.155 0.146 0.086 -0.1155
C 0.9683 -1.4104 0.0829 -0.443 1.079 -0.039 -0.4269
Ta -1.1752 -0.7184 -0.1144 1.650 -0.963 0.107 1.2903
C -3.2089 0.4741 -0.4057 -0.314 0.404 -0.001 -0.5588
F -3.7592 0.3158 -1.6818 0.232 -0.032 0.454 -0.0559
F -4.1843 -0.0457 0.4693 0.406 0.185 -0.428 -0.0662
C -3.2857 1.9978 -0.1621 0.326 0.199 0.046 -0.6276
F -3.0406 2.3124 1.1253 -0.057 -0.145 -0.291 0.0963
F -4.4946 2.5231 -0.4577 -0.032 -0.119 0.004 0.1129
F -2.3897 2.6697 -0.9214 -0.243 -0.301 0.194 0.0914
H 3.9581 0.0253 -1.0567 -0.064 -0.138 0.154 0.0683
H 3.9159 -1.3988 0.0073 -0.105 -0.007 -0.087 0.0693
H 3.1014 -1.4346 -1.5769 0.077 0.133 0.173 0.0648
H 1.6392 0.4880 -0.7343 0.026 -0.242 0.076 0.0825
H 1.7532 -0.0536 2.1073 0.115 0.090 -0.161 0.0599
H 2.0738 1.4633 1.2792 0.054 -0.232 -0.009 0.0636
H 3.3948 0.3155 1.5493 -0.082 -0.007 -0.018 0.0585
H 1.0399 -1.8705 1.0807 -0.025 -0.054 -0.085 0.0277
H 1.1463 -2.2070 -0.6539 -0.198 0.055 -0.025 0.0259
H -0.7046 0.8303 0.7999 -0.334 -0.087 0.032 -0.1085
H -1.7840 -1.4110 1.5115 -0.274 0.032 -0.172 -0.1722
H -1.8872 -2.1978 -0.9936 -0.398 0.057 0.149 -0.1787
H -0.7693 0.0290 -1.7803 -0.288 -0.024 0.070 -0.1321
```
Positions in Å, forces in eV/Å.

The HOMO-LUMO gap comes out at 8.1 eV. The value obtained for the total energy is -792.60577 a.u. The total charge is -1.

No. 5
Formula: CH2F3O2P
Source: the Open Molecules 2025 dataset
Level of theory: ωB97M-V/def2-TZVPD

Structure (XYZ):
```
9
Properties=species:S:1:pos:R:3:forces:R:3:lowdin_charge:R:1
O 0.2066 -2.3125 2.1049 0.490 0.192 0.127 0.2185
C 0.8334 -1.3315 2.2315 -0.234 1.111 -0.974 -0.5496
F 1.3550 -0.5849 1.2403 -0.277 -0.923 0.593 0.1304
F 1.0781 -0.6664 3.3355 0.022 -0.370 0.221 0.1812
O -0.5942 1.7724 -2.4514 -2.144 1.326 0.346 -0.4500
P -0.9692 0.2414 -1.8828 1.997 1.152 0.960 0.8047
F -1.0995 0.4556 -0.2388 0.020 -0.013 -1.322 -0.4150
H -1.3416 2.4968 -2.5369 1.962 -2.634 0.286 0.1091
H 0.5315 -0.0710 -1.8022 -1.837 0.159 -0.236 -0.0293
```
Positions in Å, forces in eV/Å.

The HOMO-LUMO gap comes out at 10.4 eV. As for the SMILES: O=C(F)F.OPF. The value obtained for the total energy is -830.76671 a.u. The energy relative to the best compared isomer or geometry (same formula, charge and spin) comes out at 36.0 kJ/mol.

No. 6
Formula: C20H28CaCl2N3OS2
Source: the Open Molecules 2025 dataset
Level of theory: ωB97M-V/def2-TZVPD

Structure (XYZ):
```
57
Properties=species:S:1:pos:R:3:forces:R:3:lowdin_charge:R:1
Ca 9.6491 9.5079 8.3263 -0.133 0.141 0.564 1.0133
C 6.9015 11.7376 8.8906 -0.735 -0.464 -0.572 -0.1907
C 8.2009 12.4569 9.1720 -0.434 -0.752 0.154 -0.2004
N 9.1942 12.0066 8.2073 1.435 0.637 -0.074 -0.1923
C 9.2658 12.6705 6.8764 -1.028 -0.455 0.569 -0.2405
C 8.3762 12.0224 5.8097 -0.955 -0.034 0.917 -0.3956
S 8.3078 10.1731 5.8942 -0.070 0.541 -0.485 0.8569
C 6.5818 9.8077 6.4107 0.706 -0.683 0.093 -0.4078
C 6.4221 9.3821 7.8883 -1.530 1.809 0.641 -0.2389
N 7.1531 10.2865 8.8594 0.074 -1.447 -0.928 -0.1384
H 6.0975 11.9427 9.5901 0.066 0.384 0.347 0.1255
H 6.5254 12.1035 7.9301 -0.018 -0.435 -0.070 0.1088
H 8.0599 13.5323 9.1939 0.009 0.301 0.044 0.1261
H 8.5194 12.0989 10.1520 0.274 0.332 0.167 0.1228
H 10.1040 12.2548 8.5944 -0.033 -0.186 0.195 0.0855
H 8.9270 13.7222 6.9721 0.611 -0.269 -0.197 0.1335
H 10.3032 12.5485 6.5848 0.130 0.408 -0.182 0.0989
H 7.3329 12.3940 5.9117 0.583 -0.366 -0.152 0.0794
H 8.7318 12.3563 4.8493 0.075 -0.257 -0.499 0.0769
H 6.0208 10.6663 6.0496 -0.343 -0.013 0.507 0.0715
H 6.2765 8.9559 5.7929 0.006 0.183 0.058 0.0816
H 5.2918 9.3653 8.1142 1.444 0.037 -0.333 0.1444
H 6.7892 8.3782 8.1107 0.047 0.107 -0.526 0.0702
H 7.0078 9.8402 9.7579 -0.093 0.466 0.265 0.1115
Cl 11.9496 10.4265 10.2803 -1.029 0.470 0.292 0.7251
C 13.4364 10.2534 9.4220 1.131 0.015 0.280 -0.6657
C 14.5590 10.2494 10.2468 -0.696 0.152 0.782 -0.1309
C 15.7969 9.9842 9.7009 -0.221 0.220 0.814 -0.0867
C 15.8501 9.6819 8.3597 0.983 -0.203 -1.328 -0.1056
C 14.7310 9.6910 7.5402 -0.824 0.864 1.067 -0.7122
Cl 14.7873 9.2984 5.8943 0.640 -0.292 -0.799 0.7024
C 13.4537 10.0607 8.0434 0.577 -1.052 0.926 -0.7636
S 12.0217 9.9233 7.1228 -0.861 0.215 -0.909 0.4818
H 14.3924 10.4215 11.3326 0.390 -0.105 -0.949 0.1124
H 16.6632 10.0167 10.3644 -0.106 -0.154 -0.516 0.1175
H 16.8069 9.4477 7.8828 -0.318 0.017 0.231 0.1160
O 9.6965 8.2747 10.6884 -0.311 0.072 -0.535 -0.1788
C 10.0740 6.8910 10.8868 0.530 -0.028 0.718 -0.2214
C 8.8803 5.9578 10.7616 1.938 -0.336 -1.320 -0.1533
C 8.1983 6.0683 9.3944 -1.486 0.281 0.466 -0.1339
C 9.0981 6.0645 8.2038 0.762 0.866 0.209 -0.2885
C 9.9248 4.9973 7.9354 -0.312 -0.044 0.365 -0.0012
C 10.7673 5.0644 6.8407 -0.202 -1.266 -0.973 -0.0205
C 10.6115 6.1043 5.9654 0.625 0.782 -0.978 -0.0391
C 9.8846 7.1946 6.3641 0.448 0.699 -0.235 -0.2004
N 9.2048 7.1997 7.4868 -1.199 0.349 0.940 -0.0009
H 10.4223 8.8281 11.0082 0.035 -0.218 0.144 -0.0052
H 10.4559 6.7844 11.9128 0.047 0.103 -0.263 0.1309
H 10.9020 6.6446 10.2027 -0.371 -0.038 0.048 0.1279
H 8.2694 6.0816 11.6220 -1.020 0.167 0.393 0.1104
H 9.3026 4.9359 10.8168 -0.110 0.390 0.209 0.1270
H 7.5235 6.9548 9.3713 0.550 -0.544 -0.075 0.1036
H 7.5496 5.1942 9.2998 -0.209 0.080 -0.018 0.1281
H 9.8288 4.1703 8.6204 0.441 -0.396 -0.164 0.1257
H 11.4180 4.2537 6.5147 -0.104 0.024 0.526 0.1271
H 11.0859 6.2029 4.9939 0.327 -0.432 0.282 0.1263
H 9.9577 8.1578 5.8424 -0.133 -0.642 -0.137 0.0437
```
Positions in Å, forces in eV/Å.

The HOMO-LUMO gap comes out at 7.7 eV. The value obtained for the total energy is -3412.68902 a.u. The energy relative to the best compared isomer or geometry (same formula, charge and spin) comes out at 74.5 kJ/mol. The total charge is +1.